Entry from OMol25: a 3-piece molecular cluster, C7H15Cl3N2O2 overall (ωB97M-V/def2-TZVPD).

Results
net charge	0
relative energy (zero: lowest compared OMol25 entry of this formula, charge and spin)	0.00	kcal/mol
SMILES	ClC(Cl)Cl.CN(C)C=O.CN(C)C=O
HOMO energy	-0.3448	Ha

```
29
Properties=species:S:1:pos:R:3:lowdin_charge:R:1
H -4.409 -0.504 -0.632 0.0862
C 2.314 1.331 0.223 -0.0441
O -3.525 -2.290 0.648 0.0098
N 2.282 0.052 0.899 -0.1932
H 1.250 -0.174 -2.055 -0.0476
C 2.039 0.067 2.325 -0.0608
Cl 0.043 -1.907 -3.071 0.5631
C -1.470 0.590 0.619 -0.0909
H 2.918 0.456 2.846 0.0920
Cl -0.594 0.907 -2.841 0.5428
C -2.730 -1.429 0.982 -0.3346
H -1.672 1.661 0.501 0.0920
C 2.656 -1.081 0.253 -0.3318
H 1.374 1.866 0.384 0.0836
H -0.681 0.392 -0.110 0.0397
H -3.148 0.212 -1.597 0.0616
H 2.418 1.240 -0.854 0.0781
H 3.132 1.948 0.598 0.0974
H -1.105 0.516 1.644 0.0777
C 0.703 -0.292 -2.982 -1.5860
H -1.963 -1.631 1.745 0.1327
C -3.599 0.223 -0.604 -0.0457
H 2.555 -1.989 0.868 0.1390
H -4.006 1.195 -0.326 0.0919
O 3.128 -1.116 -0.866 0.0059
H 1.732 -0.888 2.742 0.0893
N -2.663 -0.199 0.415 -0.1908
Cl 1.794 0.078 -4.294 0.5660
H 1.225 0.766 2.539 0.0766
```